Entry 1:
C5H10O | ωB97M-V/def2-TZVPD

energy above the lowest of the compared OMol25 structures with the same formula, charge and spin = 430.58 kJ/mol
LUMO = 1.1 eV

Geometry as ORCA input:
```
! RIJCOSX wB97M-V def2-TZVPD def2/J DEFGRID3
* xyz 0 1
C 2.437 -0.705 -0.108
O 1.240 -0.032 -0.405
C 0.576 0.516 0.726
C -0.811 1.054 0.380
C -2.342 0.029 0.213
C -1.736 -0.236 -1.025
H 2.284 -1.498 0.641
H 2.786 -1.167 -1.037
H 3.221 -0.025 0.261
H 0.626 -0.197 1.566
H 1.127 1.421 1.086
H -0.634 1.806 -0.399
H -3.280 0.597 0.213
H -2.310 -0.740 0.983
H -1.081 -1.082 -1.170
H -2.105 0.259 -1.925
*
```

---

Entry 2:
C10H40N20O10 | ωB97M-V/def2-TZVPD

energy above the lowest of the compared OMol25 structures with the same formula, charge and spin = 91.44 kJ/mol
LUMO = 0.4 eV

Geometry as ORCA input:
```
! RIJCOSX wB97M-V def2-TZVPD def2/J DEFGRID3
* xyz 0 1
C -1.343 -4.355 -2.999
O -1.741 -3.272 -2.567
N -0.573 -5.060 -2.135
N -1.595 -4.906 -4.240
H -0.143 -5.944 -2.427
H -0.786 -4.902 -1.112
H -1.921 -5.827 -4.287
H -2.248 -4.388 -4.798
C -1.471 -4.192 1.136
O -0.571 -4.844 0.616
N -1.743 -4.265 2.454
N -2.203 -3.311 0.451
H -2.247 -3.528 2.909
H -1.142 -4.851 2.931
H -2.358 -3.124 -0.474
H -2.798 -2.749 1.032
C 2.550 2.248 -0.773
O 2.068 2.306 0.361
N 1.770 2.575 -1.892
N 3.891 1.944 -1.030
H 2.253 2.645 -2.777
H 0.799 2.369 -1.887
H 4.459 1.528 -0.283
H 4.118 1.668 -1.917
C -0.889 0.230 -2.896
O -0.659 1.425 -3.093
N -1.943 -0.435 -3.423
N -0.171 -0.524 -2.007
H -2.608 -0.027 -4.052
H -2.017 -1.384 -3.270
H 0.544 -0.021 -1.511
H -0.368 -1.506 -1.686
C -2.785 -0.551 2.773
O -3.484 -1.613 2.633
N -1.577 -0.419 2.240
N -3.230 0.512 3.488
H -0.874 0.281 2.437
H -1.078 -1.220 2.068
H -2.572 1.315 3.569
H -4.224 0.757 3.304
C 2.659 0.989 -5.208
O 2.913 2.022 -4.645
N 1.395 0.409 -5.126
N 3.535 0.313 -6.026
H 1.254 -0.350 -5.731
H 0.627 0.881 -4.636
H 3.196 -0.541 -6.546
H 4.460 0.715 -6.146
C -1.639 3.849 3.906
O -2.312 4.381 4.770
N -1.159 4.552 2.806
N -1.407 2.419 3.823
H -1.525 5.522 2.851
H -1.129 4.078 1.901
H -1.280 2.066 4.773
H -0.547 2.230 3.378
C 1.793 1.735 4.127
O 1.386 0.681 3.682
N 1.969 2.795 3.371
N 2.048 1.915 5.479
H 1.997 2.700 2.360
H 2.451 3.600 3.687
H 1.697 1.164 6.246
H 2.326 2.811 5.872
C 1.761 -1.640 0.747
O 0.869 -0.858 0.446
N 2.224 -1.712 2.070
N 2.348 -2.489 -0.154
H 3.174 -2.051 2.031
H 2.051 -0.950 2.700
H 1.797 -2.652 -1.006
H 2.734 -3.333 0.144
C -1.906 2.391 -0.366
O -2.978 2.026 -0.694
N -0.935 1.636 0.277
N -1.443 3.699 -0.496
H -1.088 0.621 0.288
H 0.043 1.894 0.083
H -0.442 3.744 -0.718
H -2.007 4.153 -1.181
*
```

---

Entry 3:
C17H27NO4 | ωB97M-V/def2-TZVPD

energy above the lowest of the compared OMol25 structures with the same formula, charge and spin = 318.69 kJ/mol
LUMO = 0.9 eV

Geometry as ORCA input:
```
! RIJCOSX wB97M-V def2-TZVPD def2/J DEFGRID3
* xyz 0 1
C 5.699 0.080 0.942
C 5.453 0.374 -0.388
C 4.257 -0.009 -0.973
C 3.300 -0.693 -0.239
C 3.555 -0.984 1.096
C 4.745 -0.598 1.684
H 4.933 -0.828 2.723
H 2.802 -1.507 1.666
C 2.001 -1.128 -0.859
N 0.863 -0.713 -0.052
C 0.753 0.724 0.123
H 1.691 1.091 0.546
H -0.044 0.898 0.847
C 0.447 1.516 -1.166
H -0.392 1.049 -1.700
O 0.172 2.886 -0.951
C -1.156 3.232 -0.652
H -1.234 4.287 -0.932
C -1.548 3.102 0.835
O -2.043 1.841 1.224
C -3.418 1.601 1.030
C -3.708 0.532 -0.029
O -3.308 -0.715 0.480
C -3.587 -1.806 -0.368
C -2.936 -3.070 0.217
O -1.692 -3.412 -0.338
C -0.560 -2.724 0.156
C -0.382 -1.331 -0.466
H -0.459 -1.432 -1.562
H -1.195 -0.705 -0.105
H -0.612 -2.628 1.248
H 0.287 -3.367 -0.100
H -3.578 -3.930 0.007
H -2.856 -2.933 1.303
H -3.198 -1.629 -1.380
H -4.678 -1.944 -0.439
H -3.174 0.752 -0.967
H -4.789 0.527 -0.245
H -3.814 1.229 1.982
H -3.943 2.525 0.759
H -0.651 3.268 1.439
H -2.284 3.881 1.075
H -1.857 2.653 -1.270
H 1.324 1.511 -1.820
H 1.986 -2.222 -0.900
H 1.937 -0.760 -1.898
H 4.070 0.226 -2.012
H 6.191 0.905 -0.971
H 6.630 0.380 1.400
*
```

---

Entry 4:
C17H19N3O5 | ωB97M-V/def2-TZVPD

energy above the lowest of the compared OMol25 structures with the same formula, charge and spin = 94.00 kJ/mol
LUMO = 0.6 eV

Geometry as ORCA input:
```
! RIJCOSX wB97M-V def2-TZVPD def2/J DEFGRID3
* xyz 0 1
C 1.887 -5.668 -4.736
C 2.201 -4.177 -4.712
C 2.097 -3.567 -3.316
C 0.668 -3.589 -2.773
N 0.584 -2.890 -1.497
C 0.256 -1.546 -1.500
C 0.205 -0.882 -0.219
C -0.123 0.460 -0.128
N -0.410 1.216 -1.161
C -0.764 2.621 -1.140
C -0.771 3.197 0.251
C 0.379 3.768 0.775
C 0.422 4.281 2.069
C -0.727 4.193 2.814
C -1.890 3.616 2.295
C -1.937 3.112 1.020
H -2.837 2.666 0.631
O -2.878 3.662 3.236
C -2.301 4.263 4.377
O -0.963 4.613 4.091
H -2.325 3.553 5.219
H -2.869 5.166 4.645
H 1.316 4.725 2.472
H 1.269 3.817 0.166
H -0.046 3.161 -1.766
H -1.756 2.728 -1.594
H -0.142 0.901 0.862
C 0.497 -1.592 1.009
O 0.481 -1.114 2.125
N 0.815 -2.929 0.822
C 0.881 -3.620 -0.364
O 1.175 -4.791 -0.399
H 1.029 -3.467 1.655
O 0.019 -0.975 -2.564
H -0.370 0.726 -2.063
H -0.007 -3.081 -3.465
H 0.339 -4.614 -2.603
H 2.434 -2.528 -3.353
H 2.743 -4.113 -2.626
H 1.525 -3.648 -5.388
H 3.220 -4.023 -5.076
H 2.496 -6.196 -4.006
H 2.096 -6.080 -5.721
H 0.841 -5.853 -4.508
*
```

---

Entry 5:
C6H14NS2 | ωB97M-V/def2-TZVPD

energy above the lowest of the compared OMol25 structures with the same formula, charge and spin = 87.25 kJ/mol
LUMO = -4.6 eV

Geometry as ORCA input:
```
! RIJCOSX wB97M-V def2-TZVPD def2/J DEFGRID3
* xyz 1 1
C 0.068 -0.614 -0.067
C -0.460 0.773 -0.366
C -0.080 -3.129 0.085
C 0.617 2.971 0.441
C -0.798 -1.817 -0.083
C 0.430 1.883 -0.641
N -1.687 1.058 -0.016
S 1.599 -0.958 -1.196
S 0.530 -0.067 1.694
H 0.865 -3.289 -0.578
H -0.706 -3.924 -0.172
H 0.161 -3.199 1.056
H 1.141 3.853 0.135
H 1.076 2.496 1.303
H -0.435 3.260 0.697
H -1.631 -1.788 0.709
H -1.303 -1.821 -1.139
H 1.435 1.847 -1.119
H -0.172 2.355 -1.466
H -2.203 1.919 -0.260
H -2.422 0.300 0.008
H 2.196 -1.850 -0.299
H 1.780 -0.262 1.276
*
```

---

Entry 6:
C27H76N5O11 | ωB97M-V/def2-TZVPD

energy above the lowest of the compared OMol25 structures with the same formula, charge and spin = 73.96 kJ/mol
LUMO = -1.7 eV

Geometry as ORCA input:
```
! RIJCOSX wB97M-V def2-TZVPD def2/J DEFGRID3
* xyz 1 1
N -0.952 -0.168 -1.325
H -0.697 -0.780 -0.751
H -1.774 -0.536 -1.778
H -0.317 -0.068 -1.949
H -1.302 0.499 -0.794
C -2.440 -3.580 0.188
O -2.216 -2.268 0.621
H -1.515 -4.062 0.144
H -2.835 -3.640 -0.679
H -3.066 -3.926 0.764
H -2.761 -2.016 1.334
C 1.905 -2.930 -1.142
O 0.652 -2.580 -1.763
H 2.557 -2.036 -1.082
H 2.358 -3.650 -1.887
H 1.614 -3.309 -0.111
H 0.326 -3.213 -2.490
C 2.499 -0.035 -3.670
O 1.194 0.519 -3.864
H 2.212 -0.445 -2.736
H 3.291 0.705 -3.686
H 2.864 -0.945 -4.242
H 0.980 0.551 -4.795
C 1.206 -8.666 -2.018
O 0.602 -7.435 -1.916
C 0.820 -6.556 -3.039
C -0.343 -5.503 -2.850
N -0.239 -4.434 -3.809
C -1.421 -3.611 -3.728
C -1.237 -2.274 -4.543
O -2.313 -1.424 -4.494
C -2.207 -0.171 -5.222
H 2.342 -8.576 -1.573
H 1.400 -8.816 -2.938
H 0.640 -9.273 -1.531
H 0.888 -7.164 -4.047
H 1.794 -6.069 -3.019
H -0.254 -5.016 -2.070
H -1.276 -6.015 -3.101
H 0.092 -4.812 -4.622
H -1.439 -3.341 -2.737
H -2.228 -4.247 -4.047
H -1.032 -2.528 -5.545
H -0.336 -1.691 -4.194
H -3.244 0.247 -5.487
H -2.201 -0.180 -6.216
H -1.641 0.610 -4.670
C 1.182 -1.580 2.720
O 1.353 -0.219 3.116
C 2.189 0.004 4.203
C 1.911 1.449 4.863
N 2.772 1.577 6.034
C 2.558 2.825 6.697
C 3.547 2.964 7.974
O 3.300 4.157 8.780
C 4.227 4.371 9.807
H 0.489 -1.231 1.832
H 0.680 -2.383 3.434
H 2.106 -2.104 2.407
H 3.327 0.042 3.982
H 1.952 -0.758 4.876
H 0.957 1.662 5.335
H 2.029 2.337 4.050
H 3.706 1.747 5.677
H 1.597 2.719 6.919
H 2.422 3.718 6.041
H 4.584 2.872 7.585
H 3.471 2.140 8.525
H 4.050 5.369 10.395
H 5.253 4.632 9.537
H 4.241 3.517 10.398
C -0.361 6.083 -3.794
O 0.191 4.824 -3.294
C -0.611 3.694 -3.411
C -1.739 3.668 -2.361
N -2.463 2.482 -2.458
C -3.591 2.479 -1.460
C -4.457 1.274 -1.618
O -5.289 1.327 -0.500
C -6.295 0.286 -0.464
H -0.797 6.167 -4.782
H 0.198 6.867 -3.679
H -1.170 6.357 -3.169
H 0.145 2.788 -3.382
H -0.850 3.694 -4.425
H -2.314 4.446 -2.498
H -1.164 3.913 -1.487
H -2.895 2.498 -3.339
H -4.197 3.295 -1.423
H -3.080 2.338 -0.491
H -3.889 0.437 -1.367
H -4.856 1.136 -2.536
H -5.986 -0.610 -0.259
H -7.036 0.149 -1.103
H -6.754 0.492 0.496
C 5.043 1.317 -0.028
O 3.812 1.935 -0.148
C 2.820 1.047 0.348
C 1.694 1.960 0.464
N 0.448 1.370 0.908
C -0.567 2.206 1.386
C -1.638 1.269 2.218
O -2.719 2.160 2.584
C -3.772 1.313 3.099
H 5.385 1.142 0.977
H 5.457 1.814 -0.687
H 4.907 0.578 -0.604
H 3.060 0.525 1.323
H 2.684 0.334 -0.467
H 1.601 2.393 -0.494
H 1.869 2.708 1.185
H 0.940 0.860 1.625
H -1.109 2.760 0.609
H 0.044 2.788 2.131
H -1.187 0.672 3.033
H -1.973 0.436 1.579
H -4.553 1.960 3.588
H -3.447 0.595 3.675
H -4.390 0.801 2.429
*
```

---

Entry 7:
C2H5N3OS | ωB97M-V/def2-TZVPD

energy above the lowest of the compared OMol25 structures with the same formula, charge and spin = 520.13 kJ/mol
LUMO = -2.1 eV

Geometry as ORCA input:
```
! RIJCOSX wB97M-V def2-TZVPD def2/J DEFGRID3
* xyz 0 1
C -0.006 0.499 0.402
C 2.325 -0.608 -0.156
N -3.251 0.313 -0.781
N 1.535 0.452 0.098
N -0.685 -0.579 0.192
O -0.418 1.569 0.601
S -2.797 -0.651 0.320
H 1.774 -1.555 -0.102
H 3.284 -0.418 -0.431
H -3.491 1.223 -0.413
H 2.128 1.304 0.176
H -0.399 -1.549 0.094
*
```

---

Entry 8:
C2H2N2S | ωB97M-V/def2-TZVPD

energy above the lowest of the compared OMol25 structures with the same formula, charge and spin = 59.67 kJ/mol
LUMO (alpha / beta) = 0.3 / -2.4 eV

Geometry as ORCA input:
```
! RIJCOSX wB97M-V def2-TZVPD def2/J DEFGRID3
* xyz 0 3
C 1.487 -1.240 0.477
C -0.852 -0.733 -0.475
N 1.086 -2.356 0.290
N 1.396 -0.051 0.269
S -0.784 -2.199 -0.120
H -1.680 -0.043 -0.597
H 1.607 0.810 0.819
*
```

---

Entry 9:
CH2I3P | ωB97M-V/def2-TZVPD

energy above the lowest of the compared OMol25 structures with the same formula, charge and spin = 186.40 kJ/mol
LUMO (alpha / beta) = -1.4 / -1.5 eV

Geometry as ORCA input:
```
! RIJCOSX wB97M-V def2-TZVPD def2/J DEFGRID3
* xyz 0 1
C 0.158 -0.883 0.230
P -0.656 0.560 -0.134
I 1.327 -1.458 -1.395
I 1.524 2.056 0.118
I 0.442 -1.168 2.241
H -1.941 0.603 0.326
H -0.854 0.290 -1.385
*
```

---

Entry 10:
C3H5PS | ωB97M-V/def2-TZVPD

energy above the lowest of the compared OMol25 structures with the same formula, charge and spin = 164.56 kJ/mol
LUMO = -0.1 eV

Geometry as ORCA input:
```
! RIJCOSX wB97M-V def2-TZVPD def2/J DEFGRID3
* xyz 0 1
C -0.780 -1.024 -1.222
C 0.090 0.010 -0.675
C -0.175 0.646 0.827
P -1.274 0.395 -1.920
S 1.012 -0.155 1.962
H -0.890 -2.084 -1.185
H 1.127 0.123 -0.973
H -1.165 0.369 1.174
H -0.019 1.717 0.842
H 2.074 0.003 1.170
*
```

---

Entry 11:
C6H10 | ωB97M-V/def2-TZVPD

energy above the lowest of the compared OMol25 structures with the same formula, charge and spin = 148.82 kJ/mol
LUMO = 1.1 eV

Geometry as ORCA input:
```
! RIJCOSX wB97M-V def2-TZVPD def2/J DEFGRID3
* xyz 0 1
C -2.453 -0.044 0.244
C -1.156 -0.238 -0.536
C 0.023 0.441 0.159
C 1.363 0.307 -0.616
C 2.474 -0.181 0.210
C 3.365 -0.602 0.904
H -2.355 -0.423 1.268
H -3.291 -0.569 -0.223
H -2.720 1.018 0.307
H -0.936 -1.311 -0.635
H -1.261 0.165 -1.553
H -0.218 1.501 0.313
H 0.119 0.004 1.161
H 1.232 -0.381 -1.464
H 1.654 1.272 -1.055
H 4.163 -0.959 1.519
*
```

---

Entry 12:
C4H11NO2 | ωB97M-V/def2-TZVPD

energy above the lowest of the compared OMol25 structures with the same formula, charge and spin = 139.28 kJ/mol
LUMO (alpha / beta) = 2.8 / 2.8 eV

Geometry as ORCA input:
```
! RIJCOSX wB97M-V def2-TZVPD def2/J DEFGRID3
* xyz -1 2
O 0.908 -0.186 -2.155
C -0.104 0.559 -1.861
C -0.516 0.851 -0.411
C 0.549 1.597 0.364
C 0.159 1.743 1.863
N -1.808 1.554 -0.356
H -0.395 1.409 -2.531
H -0.731 -0.107 0.079
H 1.408 0.918 0.428
H 0.815 2.563 -0.065
H -0.001 0.732 2.236
H -0.805 2.243 1.981
H 0.921 2.256 2.462
H -1.736 2.493 -0.735
H -2.471 1.091 -0.966
H 1.012 -6.373 -0.793
H 1.569 -7.119 0.317
O 1.225 -6.226 0.144
*
```

---

Entry 13:
C31H43FN15O2PS | ωB97M-V/def2-TZVPD

LUMO = -0.9 eV

Geometry as ORCA input:
```
! RIJCOSX wB97M-V def2-TZVPD def2/J DEFGRID3
* xyz 0 1
N 3.956 6.749 -0.735
P 3.058 6.022 -1.802
C 2.612 4.332 -1.285
C 1.233 3.944 -1.379
C 0.763 2.717 -1.007
C -0.728 2.452 -1.130
C -1.316 1.453 -0.126
C -2.832 1.627 -0.066
F -3.183 2.496 0.977
C 1.720 1.766 -0.537
N 1.507 0.496 -0.163
S 2.934 -0.093 0.301
N 3.867 1.173 0.041
C 3.092 2.151 -0.438
C 3.526 3.447 -0.810
O 4.858 3.759 -0.672
N 5.673 2.919 -1.575
O 5.666 3.359 -2.641
H 4.154 6.117 0.030
H 1.813 6.671 -1.966
H 3.672 5.947 -3.043
H 0.519 4.679 -1.732
H -0.991 2.229 -2.166
H -1.193 3.415 -0.895
H -0.933 1.741 0.857
H -1.021 0.428 -0.330
H -3.186 2.052 -1.009
H -3.341 0.673 0.077
C -4.745 1.711 4.065
C -4.880 0.298 4.399
N -4.986 -0.814 4.661
H -5.617 2.053 3.515
H -4.649 2.303 4.973
H -3.857 1.854 3.451
C 8.346 0.628 -1.730
C 8.047 -0.759 -1.390
N 7.810 -1.852 -1.131
H 7.520 1.045 -2.301
H 8.479 1.212 -0.822
H 9.256 0.679 -2.325
C -5.479 4.730 1.420
C -5.556 4.824 2.872
N -5.616 4.904 4.014
H -4.530 4.285 1.129
H -6.291 4.111 1.044
H -5.558 5.725 0.984
C -2.574 4.290 -4.769
C -3.154 3.327 -3.840
N -3.607 2.566 -3.111
H -2.490 5.262 -4.287
H -1.584 3.956 -5.075
H -3.208 4.381 -5.649
C -4.982 -4.175 4.597
C -5.575 -5.113 5.543
N -6.034 -5.859 6.286
H -4.912 -3.184 5.041
H -3.984 -4.511 4.324
H -5.596 -4.117 3.700
C 3.897 6.549 -6.730
C 3.324 5.718 -5.678
N 2.873 5.063 -4.851
H 3.999 7.574 -6.376
H 4.878 6.168 -7.006
H 3.250 6.536 -7.604
C -1.512 -7.004 4.053
C -1.725 -5.744 3.353
N -1.896 -4.756 2.792
H -0.808 -7.616 3.495
H -1.119 -6.811 5.050
H -2.456 -7.539 4.139
C -0.555 -6.008 -0.881
C -1.122 -6.985 0.039
N -1.587 -7.738 0.770
H -0.523 -5.030 -0.404
H 0.455 -6.298 -1.162
H -1.170 -5.948 -1.778
C 3.759 -4.218 3.270
C 3.532 -2.941 2.606
N 3.352 -1.937 2.079
H 4.473 -4.808 2.700
H 4.153 -4.046 4.270
H 2.821 -4.764 3.344
C 4.429 -3.167 -1.651
C 3.395 -4.185 -1.788
N 2.582 -4.987 -1.899
H 4.691 -2.770 -2.629
H 4.071 -2.354 -1.023
H 5.318 -3.602 -1.197
C -4.707 -6.027 0.550
C -5.905 -5.371 1.060
N -6.848 -4.856 1.464
H -4.445 -6.872 1.183
H -4.885 -6.384 -0.463
H -3.876 -5.323 0.541
*
```

---

Total energy, record by record: -7390.3026 -61306.8208 -27745.0121 -32646.8807 -29601.1593 -59176.3108 -19503.5596 -15915.3610 -34657.0571 -23313.4564 -6382.3171 -9909.9949 -82124.3958 eV